Entry 1:
56
Properties=species:S:1:pos:R:3:forces:R:3:mulliken_charge:R:1 method="wB97M-V/def2-TZVPD" lumo_ev="-3.7 / -4.5" s2=12.09 gap_ev="6.509 / 6.162" largest_force_ev_per_a=4.44 multiplicity=7 charge=+1
C -2.1987 2.8042 -2.5308 0.3288 0.1250 0.4883 -0.614
C -1.8914 1.5100 -2.1262 0.3903 -0.2503 -0.5608 -0.034
C -0.5200 1.0742 -2.2470 -0.2032 0.5264 0.5012 0.633
C 0.4664 2.0908 -2.0643 -1.0341 0.5445 -0.2434 0.633
C 0.1539 3.3906 -2.4682 -0.0313 -0.0479 0.4093 -0.953
C -1.1685 3.7321 -2.7680 -0.1687 -0.0828 -0.2898 -0.572
C 1.6943 1.7056 -1.3209 0.3049 0.2375 -0.0079 0.033
C 2.0950 0.3367 -1.7502 0.7523 -0.9645 0.0936 0.830
C 1.0529 -0.6106 -1.9873 0.0187 0.0259 0.5581 0.271
C 1.3456 -1.9773 -1.6297 -0.0001 0.0760 -0.6656 0.064
C 2.6624 -2.4119 -1.7186 -0.1293 0.2703 0.4157 -0.680
C 3.6964 -1.4791 -1.8987 0.1351 -0.2096 -0.3124 -0.640
C 3.4175 -0.1112 -1.8531 -0.3554 0.3069 0.3718 -0.771
H -3.2416 3.1081 -2.5969 0.1811 0.0365 0.1335 0.434
H 0.9463 4.1404 -2.5223 -0.2544 -0.1372 0.1612 0.465
H -1.4180 4.7392 -3.1103 0.1364 -0.3595 0.0757 0.410
H 2.5046 2.4124 -1.5225 -0.0570 0.0460 0.4836 0.610
H 2.8838 -3.4717 -1.5858 0.0177 0.2939 0.0959 0.417
H 4.7309 -1.8297 -1.9978 -0.4869 0.2171 0.0339 0.388
H 4.2302 0.6184 -1.8664 -0.2048 -0.2440 0.2042 0.423
N -0.2004 -0.2437 -2.3797 -0.1015 -0.1076 2.2910 -0.553
Eu 0.6088 1.3817 1.9674 -0.5219 -1.1206 -0.7585 0.915
C -2.8538 0.6243 -1.3773 0.3619 -0.2383 -0.2452 -1.395
H -2.7793 -0.4134 -1.7383 -0.1598 0.2403 0.0525 0.451
H -3.8900 0.9944 -1.4451 0.3154 -0.2118 -0.0323 0.688
C 0.2439 -2.7850 -0.9991 -0.1182 0.4455 -0.3387 -1.466
H -0.6720 -2.7160 -1.6033 0.1915 -0.1633 0.0830 0.425
H 0.5411 -3.8322 -0.8333 -0.1834 0.3015 -0.1545 0.696
P -2.4003 0.5462 0.4674 -0.6655 0.8305 -0.9822 0.831
P -0.2153 -2.0445 0.6846 0.7772 -0.8517 -0.3835 1.125
C 1.0739 -2.8840 1.6865 0.1236 -0.0006 0.0263 -1.313
H 0.7889 -2.8602 2.7470 0.1254 -0.0638 -0.1918 0.385
H 1.1731 -3.9277 1.3516 0.0603 0.2620 0.2608 0.462
H 2.0289 -2.3562 1.5644 -0.1676 -0.1699 0.0466 0.212
C -1.6171 -3.1786 1.0279 -0.1536 0.0788 0.0805 -1.291
H -1.2543 -4.2159 1.0370 -0.1979 0.2401 -0.0064 0.457
H -2.0629 -2.9387 2.0014 0.0020 -0.1957 -0.2251 0.361
H -2.3769 -3.0613 0.2441 0.1323 -0.1172 0.2376 0.339
C -2.9931 2.2129 0.9694 -0.0735 0.1185 0.0002 -1.504
H -4.0094 2.3705 0.5824 0.2318 0.1839 0.1718 0.425
H -3.0118 2.2842 2.0660 -0.0658 0.0393 -0.1914 0.398
H -2.3281 2.9922 0.5732 -0.1900 -0.0805 0.0253 0.393
C -3.8735 -0.4103 0.9963 0.0179 -0.1888 0.1960 -1.337
H -3.8653 -0.5480 2.0841 -0.1343 -0.0368 -0.2205 0.384
H -4.7812 0.1392 0.7094 0.2122 -0.1981 0.0860 0.454
H -3.8779 -1.3951 0.5144 -0.0430 0.2240 0.1638 0.348
C -1.1843 -0.3434 3.0056 -1.7890 -2.1694 3.4337 0.096
O -1.7572 -0.9848 3.7852 1.8102 2.0842 -2.9967 -0.199
H 1.4702 1.7371 -0.1088 0.7837 -0.0406 -2.9561 -0.741
Cl 2.4655 2.7414 3.6173 0.5296 -0.7848 0.4252 -0.162
C 3.1612 1.0060 3.7321 -0.0701 -0.0482 -0.1118 -0.151
Cl 1.8705 -0.1560 4.2939 0.5693 0.8546 -0.0029 -0.094
C 3.6345 0.5847 2.3096 0.4280 -0.3474 -1.2609 0.541
O 4.8403 0.5170 2.1303 -1.3622 0.1084 0.4191 -0.584
O 2.6637 0.3615 1.4675 0.4209 0.6272 1.0687 -0.351
H 3.9976 1.0308 4.4336 -0.4360 0.0863 0.0444 0.409

Entry 2:
33
Properties=species:S:1:pos:R:3:forces:R:3:mulliken_charge:R:1 method="wB97M-V/def2-TZVPD" lumo_ev="0.5 / -2.4" de_lowest_ev=0.1516 s2=2.01 gap_ev="6.489 / 7.111" largest_force_ev_per_a=7.68 multiplicity=3
C 0.8407 -1.9921 1.5021 -0.1693 1.0475 0.3781 -0.477
C 1.0923 -0.5636 1.0497 1.5382 -2.2285 6.7655 -1.182
C 1.3996 -2.9458 0.4530 -0.6904 0.5560 -0.9781 0.283
C 1.2421 -2.5420 -1.0137 0.8606 0.5412 -1.8853 -0.539
C 0.4611 -1.1915 -1.2711 1.0609 -1.9043 -0.7063 -0.996
C 0.7825 -0.2268 -0.2348 -1.5899 4.1157 -6.2801 1.241
C -2.2795 2.8359 -0.1912 5.0888 -3.0579 0.6834 -1.326
C -1.6931 1.2050 1.6150 0.6751 0.7943 1.1320 -1.014
C -2.5119 0.3265 -0.5707 2.0364 2.6012 -1.2679 -1.259
C -2.1288 1.4094 0.4092 -0.0932 1.1456 -2.1279 1.062
N 1.9971 -3.9581 0.8548 1.2172 -1.2532 1.0928 -0.686
N 1.5802 2.3527 0.4147 1.5381 0.2832 -0.7452 -0.620
O 2.6223 0.8742 -1.3899 1.8233 0.0749 -1.0195 -0.643
O 0.4378 1.9589 -1.7789 -1.3984 0.4690 -1.5630 -0.613
S 1.3461 1.2943 -0.9384 0.8170 -0.2554 3.9638 1.083
H 1.3800 -2.1539 2.4558 -0.4530 -0.1345 -0.5570 0.339
H 1.5642 0.1510 1.7358 -0.1879 -0.4723 -0.4830 0.479
H 2.3255 -2.2674 -1.4538 -2.2344 -1.2272 0.9151 0.248
H 0.6808 -3.3379 -1.6598 1.4855 1.1108 1.2659 0.306
H 0.7355 -0.9612 -2.3364 -0.5803 0.4827 1.1144 0.459
H -0.5950 -1.3900 -1.1986 -0.6720 -0.3279 -0.3036 0.109
H -1.9531 3.5436 0.5050 -0.3689 1.3226 1.3596 0.379
H -3.2250 2.8428 -0.5081 -3.5509 1.0613 -1.6999 0.505
H -1.4484 2.8859 -0.9465 -1.4339 -0.0223 -0.1066 0.178
H -1.3880 1.9967 2.2597 0.0079 0.8915 0.2242 0.256
H -1.5316 0.2967 2.0906 -0.0002 -2.0137 0.3443 0.360
H -0.2599 -2.1722 1.6997 0.7870 0.0000 -0.3327 0.223
H -2.1328 -0.5784 -0.2506 -0.6416 -2.3915 1.3384 0.304
H -1.7937 0.3913 -1.4769 -1.6901 0.7549 0.7595 0.215
H -3.5529 0.5325 -0.7751 -0.2709 -0.9894 -0.5878 0.502
H 2.5234 -4.5644 0.2147 -0.7324 0.4987 -0.3299 0.250
H 2.5423 2.8345 0.4836 -1.7046 -1.6300 -0.4925 0.271
H 0.9402 3.1136 0.2513 -0.4739 0.1568 0.1295 0.304